Density functional theory data (the ωB97M-V functional and the def2-TZVPD basis) for C22H60BeF3O20 as an isolated structure.

Element x y z (Å)
Be: -1.810 2.091 4.416
C: -0.199 -0.190 1.435
O: 0.380 0.825 0.516
O: -0.654 0.452 2.620
C: -1.284 -1.165 0.735
F: -1.799 -2.121 1.519
F: -2.242 -0.448 0.333
F: -0.768 -1.633 -0.424
C: -0.072 2.167 0.386
C: 0.871 2.923 -0.579
H: 0.583 2.649 -1.593
H: 0.737 4.005 -0.571
H: 1.891 2.605 -0.362
H: -0.062 2.632 1.372
H: -1.051 2.239 -0.087
H: 0.658 -0.753 1.804
C: 1.199 4.072 3.998
C: 1.449 3.848 5.491
O: 0.976 2.589 5.796
O: -0.192 4.075 3.505
H: 1.813 3.524 3.283
H: 1.502 5.105 3.828
H: 1.134 4.629 6.184
H: 2.528 3.855 5.646
H: 0.997 2.462 6.748
H: -0.149 4.367 2.591
C: -1.898 -3.804 -3.062
C: -1.546 -4.055 -4.559
O: -2.530 -3.521 -5.451
O: -2.194 -2.439 -2.728
H: -1.058 -4.209 -2.498
H: -2.800 -4.412 -2.982
H: -1.580 -5.139 -4.668
H: -0.648 -3.524 -4.876
H: -2.680 -2.622 -5.149
H: -2.253 -2.401 -1.771
C: 4.230 -1.073 -1.070
C: 4.489 0.474 -1.278
O: 4.435 0.968 -2.632
O: 5.084 -1.844 -1.905
H: 3.222 -1.258 -1.440
H: 4.268 -1.420 -0.038
H: 5.524 0.713 -1.030
H: 3.820 1.055 -0.643
H: 3.493 1.050 -2.799
H: 5.647 -1.264 -2.423
C: 1.140 -0.022 -3.642
C: 1.351 1.194 -4.566
O: 0.315 2.074 -4.539
O: 1.468 0.287 -2.339
H: 1.717 -0.882 -3.981
H: 0.121 -0.344 -3.860
H: 1.675 0.986 -5.585
H: 2.102 1.874 -4.164
H: -0.505 1.579 -4.474
H: 0.692 0.388 -1.782
C: 2.297 -4.071 0.880
C: 0.917 -4.250 1.273
O: 0.695 -5.002 2.515
O: 2.997 -5.323 0.755
H: 2.832 -3.404 1.556
H: 2.236 -3.671 -0.132
H: 0.312 -4.524 0.409
H: 0.632 -3.216 1.465
H: 1.514 -5.342 2.882
H: 3.939 -5.208 0.609
C: -5.712 -4.520 0.190
C: -4.680 -3.405 -0.026
O: -4.446 -2.935 1.275
O: -5.665 -5.581 -0.759
H: -6.680 -4.061 -0.010
H: -5.789 -5.066 1.131
H: -4.997 -2.545 -0.615
H: -3.730 -3.783 -0.407
H: -3.853 -2.179 1.289
H: -5.979 -6.382 -0.333
C: 3.292 6.136 -1.380
C: 2.797 7.362 -2.223
O: 1.439 7.597 -1.963
O: 3.130 6.364 0.006
H: 4.374 6.078 -1.496
H: 2.890 5.204 -1.776
H: 3.069 7.277 -3.275
H: 3.269 8.272 -1.852
H: 1.086 8.397 -2.360
H: 2.176 6.453 0.063
C: -6.309 0.220 -0.863
C: -4.998 1.001 -1.020
O: -4.494 0.549 -2.276
O: -7.348 0.576 -1.728
H: -6.611 0.414 0.166
H: -6.103 -0.836 -1.039
H: -4.268 0.965 -0.212
H: -5.216 2.069 -0.980
H: -5.243 0.283 -2.814
H: -7.615 1.488 -1.597
C: 2.606 -0.796 4.494
C: 1.596 -1.982 4.469
O: 1.308 -2.488 5.840
O: 3.643 -1.069 5.464
H: 2.219 0.193 4.738
H: 3.073 -0.691 3.515
H: 1.854 -2.654 3.651
H: 0.668 -1.453 4.251
H: 1.341 -3.448 5.852
H: 4.003 -0.223 5.742

Force components x, y, z for each atom (eV/Å):
Be 1.184 0.589 -0.358
C -0.009 3.369 0.480
O -0.411 -3.018 0.284
O -0.003 -1.504 -1.574
C 2.509 0.428 0.725
F 1.262 0.159 -0.357
F -3.522 2.541 -0.670
F 0.744 -1.121 0.749
C -0.174 1.117 -0.119
C -0.454 -1.003 0.083
H 0.399 -0.169 -0.092
H 0.082 -0.024 0.547
H 0.096 0.383 -0.209
H -0.193 -0.028 0.033
H -0.419 -0.295 0.441
H 0.232 -0.414 -0.019
C 0.073 2.286 -0.529
C 0.697 0.307 -1.159
O -1.375 -1.561 0.505
O -0.083 -1.297 1.552
H 0.005 -0.751 0.575
H 0.282 0.185 0.072
H -0.839 0.161 -0.392
H 0.373 0.098 -0.486
H -0.005 -0.224 0.203
H -0.114 0.074 -0.127
C 0.098 1.483 0.321
C -2.446 0.042 -0.863
O 1.052 -1.223 1.220
O 0.211 -1.800 -1.377
H -0.109 -0.040 0.197
H -0.222 -0.252 0.298
H 0.624 0.159 -0.469
H 0.823 0.083 0.306
H -0.293 1.127 -0.078
H 0.151 0.301 0.265
C -0.160 1.330 -1.954
C 0.831 -0.558 0.122
O -0.575 -0.904 0.842
O 0.083 -0.278 0.524
H -0.333 0.001 0.188
H 0.410 0.338 0.167
H -0.004 -0.177 0.565
H -0.061 -0.026 0.147
H -0.200 0.044 -0.386
H 0.003 0.154 -0.062
C 0.353 0.222 -2.431
C 2.159 -0.131 0.504
O -2.754 1.006 0.179
O -0.187 -0.102 1.140
H 0.529 0.085 0.043
H -0.606 -0.007 0.693
H -0.186 -0.645 -0.157
H 1.025 -0.755 0.154
H -0.377 0.211 -0.261
H 0.019 0.047 0.117
C 2.657 -1.070 -1.324
C -1.102 -0.202 2.252
O -0.578 0.977 -1.647
O -0.825 0.006 0.502
H 0.111 0.119 0.027
H 0.270 0.775 -0.036
H -0.272 -1.022 0.429
H -0.524 0.255 0.265
H 0.352 -0.112 -0.472
H 0.024 0.318 -0.027
C -1.427 -0.745 -1.335
C 0.505 -0.359 1.195
O -0.019 0.314 1.106
O 0.904 0.237 -0.858
H -0.327 0.345 0.487
H 0.752 1.219 0.660
H -0.421 -0.475 -0.572
H 0.088 -0.490 -0.514
H -0.199 -0.058 -0.169
H -0.016 -0.072 -0.059
C 1.051 1.608 -1.112
C 0.894 0.425 1.028
O -1.386 -1.148 0.147
O -0.903 -0.579 -0.335
H 0.020 -0.028 -0.368
H -0.439 -0.155 0.301
H -0.275 -0.385 -0.169
H 0.872 -0.201 0.053
H 0.400 0.041 -0.128
H -0.270 0.370 0.604
C 0.438 0.746 2.089
C -1.294 -0.235 -1.365
O 1.406 0.531 0.315
O 0.311 -0.111 -0.842
H -0.328 -0.552 0.351
H -0.153 0.033 0.199
H 0.113 -1.123 -0.077
H -0.296 0.387 -0.693
H -0.241 0.208 -0.075
H 0.003 0.141 0.120
C 1.362 -0.726 1.263
C -0.623 1.747 2.005
O 0.725 0.516 -2.148
O -0.499 -0.038 -0.687
H -0.809 -0.176 0.053
H -0.060 -0.143 -0.419
H -0.058 -0.638 0.669
H -0.395 -0.338 -0.722
H 0.137 -0.103 -0.129
H 0.151 -0.056 0.053

Values from the calculation:
* <S²>: 1.74
* net charge: +2
* total energy: -2692.1895 a.u.
* maximum force: 0.0855 hartree/bohr
* spin multiplicity: 2
* HOMO-LUMO gap (alpha / beta): 4.84 / 2.02 eV